No. 1
Formula: C6H10O
Source: the OMol25 dataset
Level of theory: ωB97M-V/def2-TZVPD

* LUMO energy: -1.708 eV
* energy: -8427.229 eV
* HOMO-LUMO gap: 6.015 eV
* net charge: 0

CARTESIAN COORDINATES (ANGSTROEM)
O: 0.6367 0.3617 2.0538
C: 0.1359 2.6225 1.2475
C: -0.0773 0.5784 -0.2215
C: -0.3853 -1.3518 -1.6893
C: 0.5779 1.1052 0.9759
C: -0.7715 -2.7653 -1.8819
C: -0.2031 -0.7950 -0.4767
H: 0.0488 -3.3982 -2.2164
H: -0.1403 -0.6923 -2.5239
H: -0.0506 1.2278 -1.0939
H: -0.9092 2.7566 0.9996
H: -0.2035 -1.4022 0.4236
H: 0.2656 2.6605 2.3228
H: 0.8043 3.3118 0.7523
H: -1.1722 -3.1777 -0.9594
H: 1.6514 1.1252 0.6284
H: -1.5747 -2.8433 -2.6217

Cartesian forces (eV/Å) of the 3 atoms listed first:
0.21 -0.05 -0.20
0.65 -1.37 0.29
2.72 0.29 -1.44

Results of the Mulliken charge analysis, in e, for atoms 1 through 2: O -0.74; C -1.12


No. 2
Formula: C8H12O2
Source: the OMol25 dataset
Level of theory: ωB97M-V/def2-TZVPD

* LUMO energy: 0.690 eV
* energy: -12584.933 eV
* HOMO-LUMO gap: 9.112 eV
* structure (SMILES): Cc1ccc(O)cc1.CO
* net charge: 0

CARTESIAN COORDINATES (ANGSTROEM)
O: 0.0580 -0.6229 -4.2932
O: -2.6840 1.4612 1.4273
C: 0.4300 -0.0039 2.5832
C: -1.4549 0.8804 1.3801
C: 2.2791 -1.2450 1.3944
C: -0.6289 0.2294 -3.3676
C: -0.8039 0.6394 2.5779
C: 0.3144 -0.2417 0.2072
C: -0.8942 0.4180 0.1946
C: 1.0215 -0.4321 1.4130
H: 0.8844 -0.2366 3.5433
H: -1.3791 0.8148 -3.8863
H: 2.8481 -1.2459 0.4696
H: -1.3054 0.9262 3.4931
H: 0.0854 0.8629 -2.8357
H: 3.0122 -0.9334 2.1412
H: -3.0114 1.6505 0.5439
H: -1.0358 -0.4289 -2.5998
H: 0.8357 -0.5194 -0.6948
H: 2.0701 -2.3099 1.5680
H: 0.8669 -0.1923 -4.5758
H: -1.5084 0.5292 -0.6835

Cartesian forces (eV/Å) of the 3 atoms listed first:
-0.12 0.06 0.11
-0.19 0.28 0.18
-0.35 -0.04 0.47

Results of the Mulliken charge analysis, in e, for atoms 1 through 2: O -0.53; O -0.53


No. 3
Formula: C17H21BCl37FN6O6P
Source: the OMol25 dataset
Level of theory: ωB97M-V/def2-TZVPD

* LUMO energy: -5.367 eV
* energy: -515191.473 eV
* HOMO-LUMO gap: 6.952 eV
* net charge: +1

CARTESIAN COORDINATES (ANGSTROEM)
Cl: -1.3537 1.4156 3.2308
Cl: 3.4410 4.2272 6.5284
Cl: -2.8855 6.7888 -6.3797
Cl: -0.7287 1.6529 -5.8788
Cl: -0.8932 2.2345 8.4201
Cl: 2.4366 4.3798 3.7986
Cl: 1.0595 6.5431 -1.9649
Cl: -3.3451 -0.3653 7.2311
Cl: 1.0552 2.9223 10.4731
Cl: -7.2488 5.3842 -7.1902
Cl: -1.2323 -6.5097 -5.9379
Cl: 5.4042 -8.1487 0.8194
Cl: 3.0267 1.3140 3.6980
Cl: 2.6190 -8.8068 1.3614
Cl: -3.4855 2.5902 -5.9503
Cl: -0.1287 5.8515 -6.3082
Cl: 5.6623 0.2466 4.3287
Cl: 3.5950 -6.1032 1.8325
Cl: -6.8229 2.5095 -6.9944
Cl: -0.2805 7.4233 0.4669
Cl: -4.2671 1.9837 2.5440
Cl: -1.4065 6.8049 -3.8705
Cl: -4.3486 -2.5056 8.9329
Cl: 1.6628 -6.4500 -6.2526
Cl: 0.6146 0.8988 1.1469
Cl: -2.0065 2.6063 -3.4411
Cl: 0.0748 3.6326 1.9946
Cl: -2.2159 -2.0490 -4.3379
Cl: -4.6227 1.3449 5.3634
Cl: 3.9425 -1.1454 2.4344
Cl: -4.9327 4.0905 4.4419
Cl: -1.1893 5.0224 -0.9092
Cl: 3.3518 6.7918 5.1505
Cl: -5.3241 0.2159 9.2876
Cl: -5.1906 4.1035 -8.8051
Cl: -0.7949 4.9435 9.4855
Cl: 0.2674 -4.1340 -5.1695
P: 3.5463 -2.3992 -0.3375
F: -1.5566 -4.2373 0.9950
O: -3.0377 -3.5144 -0.9062
O: 2.8987 -3.5113 0.8794
O: 4.1511 -6.2263 -3.5144
O: 2.8756 -5.6167 -1.3133
O: -2.3297 0.1945 -1.1372
O: 3.1511 -0.7295 0.1233
N: -2.0258 -1.7017 0.4493
N: 0.5593 -1.8226 -1.2096
N: 5.1913 -2.4580 -0.2961
N: -0.6941 -1.6319 -1.7696
N: 0.6361 -2.6987 -3.3494
N: 2.8520 -2.8577 -1.9146
C: -3.9297 -0.7859 8.8501
C: -0.4883 6.6376 -1.1077
C: -0.7613 -2.1403 -3.1929
C: -2.2243 -3.1958 0.1295
C: 0.1560 3.5092 9.0636
C: -1.7219 -0.9730 -0.8762
C: -2.2523 1.7655 -4.9814
C: 0.1724 -5.4929 -6.3025
C: 1.5293 -2.5129 -2.1428
C: -1.6523 5.9641 -5.4108
C: 3.5925 5.0463 4.9645
C: -0.6210 2.0237 1.7364
C: 3.5639 -3.5910 -3.0353
C: 4.0076 -7.8261 1.8612
C: -6.7926 3.9162 -8.0713
C: 4.4309 0.4353 3.0688
C: -5.1510 2.3817 4.0272
B: 3.5181 -5.2114 -2.6118
H: -1.1500 -1.6229 1.0493
H: -7.5205 3.7539 -8.8704
H: 4.6027 4.8766 4.5833
H: -1.1767 7.2407 -1.7053
H: 0.8744 3.7880 8.2885
H: 0.0543 -5.0918 -7.3123
H: 5.0909 -6.3149 -3.1256
H: 0.6825 -1.5026 -0.2241
H: -3.1278 -0.5918 9.5669
H: 2.5202 -0.8760 0.9107
H: 2.0035 -3.8378 0.5622
H: 5.5250 -2.7331 -1.2458
H: -2.6024 0.7522 -4.7686
H: 4.6837 -3.2270 -3.2053
H: 4.2717 -8.1000 2.8858
H: -6.2151 2.2029 3.8525
H: -1.4034 2.1045 0.9774
H: 4.8623 1.0167 2.2499
H: -2.0024 4.9508 -5.1979
H: 3.0380 -3.5152 -4.0809
H: 1.8861 -5.7173 -1.4384

Cartesian forces (eV/Å) of the 3 atoms listed first:
0.83 -0.11 -0.22
0.06 0.02 -0.17
0.15 -0.20 0.15

Results of the Mulliken charge analysis, in e, for atoms 1 through 2: Cl -0.07; Cl -0.11


No. 4
Formula: C26H29N3O5
Source: the OMol25 dataset
Level of theory: ωB97M-V/def2-TZVPD

* LUMO energy: 0.636 eV
* energy: -42141.244 eV
* HOMO-LUMO gap: 9.329 eV
* structure (SMILES): O=C(NCC(=O)N(Cc1ccccc1)[C@H](C(=O)NC1CCCCC1)c1ccco1)c1ccco1
* net charge: 0

CARTESIAN COORDINATES (ANGSTROEM)
O: 4.1578 -4.3509 -1.2659
O: 1.3226 -4.4381 0.8994
O: 2.3829 -0.5109 -0.4759
O: -2.1704 2.0044 0.9830
O: -1.7169 -0.7998 -2.1532
N: 1.8006 -3.0674 -0.8418
N: 0.2951 0.1662 0.0224
N: -1.9679 1.3993 -1.7074
C: 0.7719 1.5169 0.2656
C: 3.3444 -4.7765 -0.2700
C: -3.9368 2.0833 -3.0080
C: 0.3330 3.5205 3.4526
C: -1.9907 4.2682 -2.6984
C: 0.7304 1.8930 1.7244
C: 2.0756 -4.0864 0.0078
C: 5.1276 -6.1070 -0.3012
C: -2.7953 1.3934 3.0267
C: 1.0309 1.3063 4.0377
C: 0.3682 3.1756 2.1128
C: -1.6488 3.0178 -3.5066
C: -4.2637 3.3335 -2.1950
C: -2.4317 1.7944 -3.0229
C: 1.2019 -0.7747 -0.3457
C: -3.4924 4.5358 -2.7315
C: -2.2009 0.2811 2.3852
C: -1.6758 0.1363 -1.3801
C: 5.2252 -5.1582 -1.2747
C: -2.7487 2.4100 2.1288
C: 1.0720 0.9639 2.6993
C: -1.1476 -0.0750 0.0623
C: -1.8285 0.7020 1.1415
C: 3.9032 -5.8614 0.3555
C: 0.6884 -2.1871 -0.5969
C: 0.6573 2.5844 4.4183
H: 0.1965 2.2297 -0.3325
H: 0.1137 3.9107 1.3614
H: 0.1736 -2.5860 0.2835
H: -3.1983 1.4256 4.0171
H: 0.0021 -2.1828 -1.4515
H: -1.6648 4.1500 -1.6619
H: -1.3100 -1.1308 0.2967
H: -2.2327 0.9396 -3.6781
H: -3.0815 3.4277 2.1729
H: -5.3366 3.5285 -2.2465
H: -3.8006 4.7308 -3.7610
H: 2.5438 -2.7006 -1.4192
H: 3.4777 -6.3998 1.1765
H: 0.0475 4.5213 3.7420
H: 1.3693 -0.0312 2.4036
H: -1.8968 3.1910 -4.5551
H: -2.0049 2.1029 -0.9871
H: -4.2704 2.2242 -4.0375
H: 0.6235 2.8512 5.4640
H: -3.7255 5.4232 -2.1395
H: 5.8358 -6.8792 -0.0814
H: -1.4520 5.1232 -3.1116
H: 1.2937 0.5739 4.7863
H: -2.0624 -0.6979 2.7948
H: 1.8114 1.5347 -0.0815
H: -4.0116 3.1725 -1.1441
H: 5.9814 -4.9628 -2.0097
H: -0.5785 2.8104 -3.4453
H: -4.4625 1.2182 -2.5995

Cartesian forces (eV/Å) of the 3 atoms listed first:
-0.29 0.40 -0.17
0.12 -0.16 0.17
0.24 -0.05 -0.02

Results of the Mulliken charge analysis, in e, for atoms 1 through 2: O -0.33; O -0.72


No. 5
Formula: C4H6N2O
Source: the OMol25 dataset
Level of theory: ωB97M-V/def2-TZVPD

* LUMO energy: 0.604 eV
* energy: -9271.711 eV
* HOMO-LUMO gap: 9.791 eV
* structure (SMILES): C=C/C=N\C(N)=O
* net charge: 0

CARTESIAN COORDINATES (ANGSTROEM)
O: 0.8101 0.9924 0.8516
N: 2.7954 0.2442 0.0661
N: 0.8528 -0.7132 -0.7614
C: 1.4397 0.2530 0.1250
C: -0.4094 -0.8619 -0.6324
C: -2.3496 0.6518 0.0491
C: -1.4262 -0.2685 0.2708
H: 3.2843 -0.4640 -0.4539
H: -3.0562 0.7719 0.8633
H: -0.8659 -1.6365 -1.2468
H: -2.5395 1.1496 -0.8903
H: -1.8152 -0.9326 1.0175
H: 3.2796 0.8138 0.7415

Cartesian forces (eV/Å) of the 3 atoms listed first:
0.26 0.04 -0.01
-0.12 -0.03 0.03
-0.56 0.17 0.25

Results of the Mulliken charge analysis, in e, for atoms 1 through 2: O -0.55; N -0.38


No. 6
Formula: CH3NOP2
Source: the OMol25 dataset
Level of theory: ωB97M-V/def2-TZVPD

* LUMO energy: -1.427 eV
* energy: -23198.314 eV
* HOMO-LUMO gap: 7.531 eV
* structure (SMILES): O=C/P=N/P
* net charge: 0

CARTESIAN COORDINATES (ANGSTROEM)
P: 2.0476 -0.6111 -0.3691
P: -0.8330 -1.0202 0.1586
O: -3.2416 0.5616 0.0297
N: 0.4929 -0.1723 -0.1242
C: -2.0603 0.4935 -0.0646
H: 2.1163 -1.1606 0.9081
H: -1.4500 1.3665 -0.5755
H: 2.9281 0.5425 0.0370

Cartesian forces (eV/Å) of the 3 atoms listed first:
2.07 0.22 0.46
0.88 1.47 -0.09
-0.28 -0.47 0.53

Results of the Mulliken charge analysis, in e, for atoms 1 through 2: P -0.09; P 0.13


No. 7
Formula: C12H17InNO6
Source: the OMol25 dataset
Level of theory: ωB97M-V/def2-TZVPD

* LUMO energy: -6.919 eV
* energy: -31653.387 eV
* HOMO-LUMO gap: 4.722 eV
* net charge: +1

CARTESIAN COORDINATES (ANGSTROEM)
In: 4.3098 -0.7714 -1.2013
O: 0.5846 2.5319 1.9225
O: 1.0195 4.1537 -0.2030
O: -2.2221 7.2340 1.1346
O: 0.3533 -1.0898 -3.0835
O: -2.6809 5.4353 3.5179
O: 1.9406 -2.8994 1.4298
N: -0.0311 -2.7880 -0.7787
C: -1.1880 3.9736 2.6584
C: -0.7211 -3.0532 -2.0519
C: 0.7645 -3.6753 1.3427
C: -1.6040 6.1277 1.3649
C: 0.0824 0.1310 -3.8209
C: 0.0915 4.4894 0.5135
C: 2.1778 -2.5391 2.8251
C: -1.8971 5.1472 2.4912
C: 0.2520 -4.0442 -0.0907
C: -0.8696 -1.7449 -2.7982
C: -0.6696 5.7753 0.4650
C: -0.1397 3.5588 1.7972
H: -1.7088 -3.4888 -1.9008
H: -1.3971 3.2861 3.4646
H: -0.1237 -0.0653 -4.8731
H: 0.9327 0.8093 -3.8914
H: -0.4290 6.3529 -0.4153
H: 0.9877 -4.6039 1.8680
H: 0.8941 -4.7527 -0.6140
H: -0.0455 -3.1880 1.8856
H: 1.3774 -1.9085 3.2121
H: -0.7427 0.7688 -3.5038
H: -0.7255 -2.3458 -0.1935
H: -1.4096 -2.0425 -3.6970
H: 3.0840 -1.9355 2.8748
H: -0.6975 -4.5753 -0.0229
H: -1.6280 -1.0789 -2.3867
H: -0.2140 -3.7669 -2.7011
H: 2.2929 -3.4176 3.4600

Cartesian forces (eV/Å) of the 3 atoms listed first:
-0.44 -0.15 0.10
-2.31 2.99 0.03
-1.37 0.90 -0.06

Results of the Mulliken charge analysis, in e, for atoms 1 through 2: In 0.98; O -0.56


No. 8
Formula: C45H57BBrHfN14O2S
Source: the OMol25 dataset
Level of theory: ωB97M-V/def2-TZVPD

* LUMO energy: -3.144 eV
* energy: -155408.329 eV
* HOMO-LUMO gap: 7.227 eV
* net charge: +1

CARTESIAN COORDINATES (ANGSTROEM)
Hf: 0.3295 -0.4939 -0.1083
Br: -6.8583 -0.9426 3.5284
S: 0.4416 3.7313 -1.1626
O: -1.2935 -2.3970 -1.9036
O: -0.7506 0.1581 -1.6362
N: 0.2806 -3.3123 0.6449
N: 1.4842 -2.6787 -1.5023
N: -0.9199 1.5173 0.5910
N: -0.6392 -2.3042 0.6914
N: 2.5656 -2.1848 0.7068
N: 2.7394 -1.5654 5.6472
N: -5.8104 3.7308 -0.2045
N: -4.9325 3.7791 -1.0675
N: 0.4776 -0.3546 2.0345
N: 1.4775 -1.3493 -1.8119
N: 2.8879 4.4539 -1.8104
N: 2.5363 -0.8266 0.5164
N: 0.0479 2.1323 5.4450
N: 1.2034 5.4690 -2.9958
C: 4.5341 1.4889 2.6665
C: -1.9314 3.2022 1.9571
C: -2.6930 1.2272 -2.5430
C: 0.5298 -5.6841 1.4400
C: -2.9359 3.4098 1.0489
C: -1.6994 -2.7535 1.3902
C: 1.5744 4.6125 -2.0279
C: -1.4437 -4.0653 1.7845
C: 3.8536 1.1652 1.3320
C: -6.5699 1.8100 2.8397
C: 3.8878 -3.8811 2.0156
C: 0.5169 0.4325 -4.6402
C: 3.9463 5.1614 -2.5044
C: 2.9310 -0.1630 -4.9255
C: -6.2314 0.2528 1.0266
C: -0.1905 -4.3879 1.2962
C: 2.2172 1.1536 -2.9425
C: 0.5382 1.1704 5.0409
C: 1.5976 -4.8990 -2.6377
C: -3.7422 2.1388 -2.3663
C: -5.9731 2.6193 0.6519
C: -4.0697 -2.8962 2.1426
C: -2.6811 -0.9418 2.8080
C: 1.8043 0.0415 -3.9024
C: 2.5944 2.0189 1.1933
C: -0.9505 2.2430 1.6924
C: -2.9431 2.6654 -0.1472
C: -1.8909 1.7490 -0.3417
C: 1.1192 0.0225 4.4459
C: 4.1672 -1.3280 1.9521
C: 3.5077 -0.3028 1.2765
C: 0.7963 -0.2116 3.1472
C: -2.9526 -1.9558 1.6853
C: -6.5198 0.5104 2.3570
C: -3.9029 2.8238 -1.1845
C: -3.3977 -1.2114 0.4240
C: 1.6519 -2.5362 -3.6885
C: 3.5493 -2.5021 1.5694
C: 4.8273 1.4791 0.1857
C: 1.5829 -3.4103 -2.6221
C: -5.9391 1.3060 0.1787
C: -6.3253 2.8631 1.9784
C: 2.0062 -0.8428 5.1303
C: -1.7713 1.0206 -1.5451
C: 1.6065 -1.2504 -3.1457
B: 1.6553 -3.1771 -0.0564
H: 3.8890 6.2386 -2.3285
H: -3.6943 4.1611 1.2250
H: 0.6871 1.3252 -5.2441
H: 1.8533 6.1073 -3.4234
H: 1.9925 1.7304 0.3263
H: -3.6169 -0.4644 3.1049
H: -1.9913 -0.1690 2.4787
H: -6.3781 3.8852 2.3303
H: 3.1331 3.7965 -1.0918
H: 4.9830 -1.2426 2.6479
H: 2.6194 -0.8308 -5.7291
H: -0.2723 0.6479 -3.9266
H: 4.3691 1.2706 -0.7809
H: -2.2594 -1.4305 3.6881
H: 2.8577 3.0715 1.0844
H: 3.1985 0.7967 -5.3692
H: 5.5376 1.0651 2.7089
H: -4.4746 2.2798 -3.1507
H: -2.6090 0.6918 -3.4803
H: -4.9846 -2.3261 2.3088
H: -0.1609 2.0909 2.4157
H: -2.0848 -4.7147 2.3527
H: -5.7345 1.1130 -0.8652
H: 0.7491 -5.3001 -2.0817
H: -0.1101 -6.3883 1.9655
H: 4.6240 2.5699 2.7793
H: -6.2322 -0.7636 0.6570
H: 1.5490 -5.2563 -3.6631
H: -3.8239 -1.9043 -0.3027
H: 3.9054 4.9758 -3.5807
H: 4.7897 -3.8437 2.6206
H: 1.7377 -2.8022 -4.7277
H: 5.7295 0.8734 0.2737
H: 3.0876 -4.2965 2.6284
H: -6.8146 1.9958 3.8760
H: -4.1500 -0.4623 0.6740
H: -4.2686 -3.6599 1.3891
H: -2.5485 -0.7169 -0.0351
H: 4.0578 -4.5454 1.1688
H: 1.9854 1.9279 2.0923
H: -3.8077 -3.3867 3.0806
H: 0.7934 -6.1065 0.4706
H: 0.1925 -0.3722 -5.3026
H: 4.9035 4.8083 -2.1320
H: 3.1817 0.9141 -2.4932
H: 0.2195 5.6384 -3.1055
H: 3.8173 -0.5855 -4.4505
H: 1.4791 1.3023 -2.1562
H: 1.4497 -5.5627 2.0098
H: 2.1707 -4.2455 -0.0748
H: 3.9616 1.1019 3.5106
H: -1.5318 -3.2011 -2.3773
H: 2.3111 2.0922 -3.4881
H: -1.8704 3.7650 2.8771
H: 2.5104 -5.2857 -2.1828
H: -1.5376 -1.6538 -2.4651
H: 5.1219 2.5308 0.2252

Cartesian forces (eV/Å) of the 3 atoms listed first:
0.26 0.43 0.82
-0.18 0.26 0.02
-0.23 0.04 0.06

Results of the Mulliken charge analysis, in e, for atoms 1 through 2: Hf 0.48; Br -0.12